# 1
Molecular formula: C4H12BF4KO2
Method: DFT, the ωB97M-V functional and the def2-TZVPD basis

Computed properties:
Gap between HOMO and LUMO   0.390 Ha
Energy relative to the best compared isomer or geometry (same formula, charge and spin)   11.2 kcal per mole
Net charge   0
Strongest force on any atom   0.0519 Eh/bohr

Each line ends with the natural charge from an NBO analysis.
Positions of all 24 atoms, in Å:
1 K 0.07389 -0.16955 -0.19082  0.968
2 B 2.54118 -0.58059 -1.97205  1.290
3 F 3.63262 -0.96683 -2.66495  -0.550
4 F 2.79534 -0.55735 -0.62937  -0.579
5 F 2.11156 0.63337 -2.37287  -0.564
6 F 1.56687 -1.51703 -2.22667  -0.582
7 C 0.96167 -2.61288 2.24318  -0.648
8 C -0.42560 -3.17662 1.96051  -0.065
9 O -1.22888 -2.08811 1.43546  -0.773
10 H 0.88556 -1.78787 2.95146  0.208
11 H 1.43227 -2.17033 1.36523  0.219
12 H 1.74106 -3.25449 2.65426  0.239
13 H -0.97295 -3.50676 2.84341  0.173
14 H -0.34540 -3.97116 1.21864  0.177
15 H -2.12024 -2.41327 1.28940  0.479
16 C -0.61152 3.33817 -1.49921  -0.633
17 C -1.87740 3.25805 -0.68043  -0.059
18 O -1.99017 2.00354 -0.07946  -0.760
19 H -0.54615 4.24395 -2.10202  0.231
20 H -0.46277 2.47681 -2.15039  0.221
21 H 0.20964 3.35764 -0.78268  0.209
22 H -2.80497 3.40971 -1.23244  0.158
23 H -1.87790 4.07407 0.04221  0.159
24 H -2.68772 1.97752 0.57959  0.482

***

# 2
Molecular formula: C4H9N2O2
Method: DFT, the ωB97M-V functional and the def2-TZVPD basis

Computed properties:
Gap between HOMO and LUMO   0.370 Ha
Energy relative to the best compared isomer or geometry (same formula, charge and spin)   48.5 kcal per mole
Net charge   +1
Strongest force on any atom   0.1030 Eh/bohr

Each line ends with the natural charge from an NBO analysis.
Positions of all 17 atoms, in Å:
1 C -1.07544 0.64963 -0.31024  0.373
2 C -2.26578 0.09996 -0.19817  0.277
3 C 2.90863 -0.21270 -0.10347  0.563
4 C -2.80304 -0.54614 1.02800  -0.688
5 N 4.23929 -0.49454 -0.24229  -0.770
6 N -0.13027 1.45465 -0.24591  -0.610
7 O 2.40177 0.76173 -0.54652  -0.627
8 O -3.03226 -0.00768 -1.37536  -0.627
9 H -3.57861 0.14136 1.60120  0.272
10 H -2.15516 -0.99426 1.80964  0.270
11 H -3.43841 -1.34763 0.70287  0.244
12 H 4.68438 -1.31187 -0.06728  0.400
13 H 4.82920 0.07591 -0.74895  0.399
14 H 2.40916 -1.05426 0.41364  0.130
15 H 0.89709 1.10270 -0.28800  0.464
16 H -0.26519 2.44908 -0.11511  0.427
17 H -3.62536 -0.76594 -1.31404  0.502